[1]
95
Properties=species:S:1:pos:R:3:mulliken_charge:R:1 method="wB97M-V/def2-TZVPD" lumo_energy_ev=-3.82 homo_lumo_gap_ev=7.7561 total_charge=+1 molar_mass_g_mol=578.77 homo_ev=-11.57 largest_force_ev_per_a=1.6
C -2.23 -3.00 3.39 -1.02
C -3.36 -3.66 2.60 -0.61
C -2.94 -4.23 1.25 -0.98
C -2.03 -3.36 0.38 0.19
C -2.75 -2.65 -0.77 -0.67
C -3.93 -1.77 -0.32 -0.42
C -3.97 -0.35 -0.92 -1.40
C -2.58 0.31 -0.96 -0.22
C -1.86 0.36 -2.27 1.14
C -2.45 0.04 -3.47 -1.05
C -1.74 0.14 -4.66 -0.66
C -0.43 0.57 -4.64 0.36
P 0.51 0.72 -6.20 0.26
S -0.37 -0.23 -7.63 -0.36
C 0.12 0.85 -3.41 0.37
F 1.38 1.23 -3.37 -0.28
N -0.54 0.76 -2.25 0.29
P 0.50 1.14 -0.73 -0.02
C -0.50 2.23 0.33 -0.89
C 0.51 -0.51 0.08 0.83
C 1.89 -1.17 -0.11 -1.40
H -2.51 -2.87 4.43 0.51
H -1.30 -3.55 3.32 0.24
H -2.04 -2.00 3.00 0.21
H -4.18 -2.95 2.51 0.34
H -3.76 -4.47 3.20 0.42
H -3.84 -4.49 0.68 0.31
H -2.42 -5.17 1.44 0.40
H -1.47 -2.63 0.96 -0.28
H -1.28 -4.01 -0.08 0.39
H -3.14 -3.43 -1.42 0.51
H -2.03 -2.09 -1.37 0.31
H -3.98 -1.68 0.77 0.08
H -4.85 -2.26 -0.62 0.45
H -4.48 -0.37 -1.87 0.35
H -4.59 0.27 -0.28 0.34
H -1.94 -0.23 -0.26 -0.23
H -2.68 1.34 -0.62 0.74
H -3.46 -0.30 -3.52 0.32
H -2.21 -0.11 -5.60 0.41
H 1.81 0.26 -5.97 0.13
H 0.65 2.10 -6.45 0.07
H 0.20 2.63 1.05 -0.05
H -1.03 3.01 -0.20 0.58
H -1.23 1.67 0.90 0.25
H 0.31 -0.37 1.14 0.21
H -0.25 -1.15 -0.35 -0.49
H 2.26 -1.59 0.82 0.17
H 2.63 -0.44 -0.44 0.34
H 1.85 -1.94 -0.88 0.41
C 0.44 3.99 5.34 -1.29
C 1.30 3.88 4.11 0.38
O 0.52 3.96 2.90 -0.48
H -0.32 3.20 5.35 0.29
H 1.04 3.90 6.25 0.35
H -0.08 4.95 5.37 0.41
H 1.80 2.91 4.08 -0.15
H 2.07 4.66 4.10 0.25
H 0.07 4.81 2.90 0.26
C 1.28 -1.55 3.90 -0.81
C 1.64 -0.07 3.85 0.22
O 1.92 0.46 5.14 -0.58
H 0.43 -1.71 4.56 0.28
H 1.05 -1.94 2.91 0.03
H 2.12 -2.13 4.30 0.45
H 0.80 0.51 3.47 0.09
H 2.49 0.09 3.18 0.03
H 2.67 -0.03 5.50 0.32
C 3.44 -5.50 0.06 -1.06
C 3.10 -5.15 1.49 -0.28
O 2.24 -4.01 1.58 -0.32
H 3.91 -4.66 -0.44 0.23
H 4.12 -6.35 0.01 0.39
H 2.53 -5.76 -0.50 0.31
H 4.01 -4.88 2.04 0.30
H 2.64 -6.00 2.00 0.28
H 1.42 -4.24 1.12 0.14
C -0.72 4.93 -5.87 -0.87
C -1.58 4.50 -7.05 -0.18
O -1.64 5.51 -8.04 -0.52
H -1.10 5.85 -5.44 0.33
H -0.69 4.16 -5.10 0.12
H 0.31 5.13 -6.20 0.34
H -2.61 4.33 -6.73 0.27
H -1.20 3.57 -7.49 0.22
H -0.75 5.68 -8.36 0.30
C 4.77 2.52 2.32 -1.02
C 4.02 2.43 1.00 -0.35
O 2.67 2.01 1.18 -0.01
H 4.76 1.56 2.83 0.23
H 5.80 2.82 2.16 0.42
H 4.30 3.25 2.98 0.23
H 4.48 1.69 0.35 0.35
H 4.04 3.39 0.48 0.31
H 2.24 2.66 1.75 -0.09



[2]
65
Properties=species:S:1:pos:R:3:nbo_charge:R:1 method="wB97M-V/def2-TZVPD" lumo_energy_ev=-0.21 homo_lumo_gap_ev=8.0496 total_charge=0 molar_mass_g_mol=584.37 homo_ev=-8.26 largest_force_ev_per_a=2.6
Nb 0.00 0.00 0.00 2.13
N -1.32 1.52 0.25 -0.72
N 1.66 1.05 0.60 -0.69
N -1.12 -1.13 -1.32 -0.69
N 0.90 -0.39 -1.79 -0.72
H -0.14 3.08 -0.57 0.20
C -0.87 2.91 0.25 -0.42
H -0.38 3.18 1.21 0.20
H -1.72 3.61 0.09 0.20
H -3.27 2.26 -0.19 0.19
C -2.77 1.43 0.35 -0.42
H -3.09 1.49 1.41 0.20
H -3.12 0.48 -0.08 0.20
C 2.25 2.08 -0.25 -0.42
H 3.30 1.85 -0.53 0.19
H 1.66 2.18 -1.18 0.21
H 2.25 3.07 0.27 0.20
H 3.53 0.27 1.30 0.18
C 2.57 0.69 1.68 -0.43
H 2.83 1.57 2.30 0.20
H 2.11 -0.07 2.33 0.23
C -2.41 -1.79 -1.44 -0.06
H -3.14 -1.09 -1.92 0.18
C -2.94 -2.13 -0.04 -0.60
H -2.55 -1.42 0.71 0.21
H -4.04 -2.11 -0.02 0.21
H -2.60 -3.14 0.26 0.22
C -2.35 -3.06 -2.32 -0.62
H -3.18 -3.74 -2.06 0.22
H -2.43 -2.82 -3.39 0.21
H -1.39 -3.59 -2.15 0.21
H 3.49 -0.99 -3.99 0.22
C 2.42 -0.92 -3.72 -0.62
H 2.00 -1.93 -3.76 0.20
H 1.91 -0.30 -4.48 0.21
C 2.26 -0.28 -2.32 -0.05
H 2.44 0.80 -2.45 0.19
C 3.32 -0.81 -1.34 -0.62
H 2.87 -1.01 -0.35 0.21
H 3.78 -1.74 -1.70 0.21
H 4.13 -0.07 -1.22 0.21
H 0.22 -2.27 -2.54 0.17
C -0.14 -1.22 -2.40 0.14
C -1.19 1.68 -3.36 -0.40
H -1.93 1.44 -2.59 0.20
H -1.04 2.75 -3.58 0.20
C -0.51 0.73 -4.02 -0.17
H 0.22 1.01 -4.78 0.20
C -0.66 -0.75 -3.79 -0.49
H -1.72 -1.05 -3.89 0.23
H -0.10 -1.31 -4.56 0.22
F 0.27 -2.84 3.87 -0.31
C 0.31 -1.50 4.21 0.97
F -0.16 -1.38 5.51 -0.31
F 1.63 -1.12 4.23 -0.31
C -0.55 -0.66 3.19 0.02
O 0.00 -1.00 1.88 -0.79
C -2.02 -1.18 3.33 0.98
F -2.46 -1.13 4.65 -0.31
F -2.91 -0.41 2.63 -0.31
F -2.12 -2.49 2.91 -0.31
C -0.48 0.84 3.63 0.98
F -0.97 0.99 4.92 -0.31
F 0.80 1.35 3.63 -0.31
F -1.25 1.64 2.84 -0.31



[3]
17
Properties=species:S:1:pos:R:3:nbo_charge:R:1 method="wB97M-V/def2-TZVPD" lumo_energy_ev="-2.90 / -7.37" homo_lumo_gap_ev="8.5330 / 8.6412" total_charge=+1 spin_multiplicity=3 molar_mass_g_mol=96.15 s_squared=2.01 relative_energy_ev=3.2671 homo_ev="-11.43 / -16.01" largest_force_ev_per_a=8.0
C -0.35 -1.57 -0.16 -0.11
C 0.84 -0.63 -0.08 0.22
C -1.18 -0.56 -0.07 0.33
C 2.27 -0.83 -0.01 -0.68
C -2.48 -0.05 -0.06 -0.75
C 0.46 1.86 0.18 -0.41
N 0.19 0.47 0.09 -0.19
H -0.31 -2.65 -0.37 0.28
H 2.62 -1.01 1.06 0.26
H 2.73 0.07 -0.29 0.24
H 2.42 -1.73 -0.65 0.26
H -3.26 -0.67 -0.40 0.29
H -2.63 0.85 -0.69 0.27
H -2.89 0.03 0.88 0.28
H 0.68 2.18 -0.75 0.24
H 1.23 1.91 0.84 0.23
H -0.36 2.32 0.50 0.23